(1)
The following is a quantum chemistry calculation of C59H85N3O5Y as an isolated structure at a distorted geometry, from the Open Molecules 2025 dataset.

Geometry as ORCA input:
```
! RIJCOSX wB97M-V def2-TZVPD def2/J DEFGRID3
* xyz -1 1
Y 0.1520 0.4660 0.5878
C -7.2781 3.5713 -1.7333
C -5.8922 3.7528 -2.3656
C -5.9253 3.2139 -3.8029
C -5.5903 5.2492 -2.4257
C -4.8439 2.9878 -1.5588
C -3.7655 3.5884 -0.9392
C -2.8035 2.8576 -0.2380
C -1.6669 3.6761 0.3393
N -0.9111 3.1394 1.4693
C -1.7291 2.7659 2.6076
C -0.8840 2.0423 3.6359
N -0.1710 0.8490 3.1197
C 1.2370 0.8563 3.5570
C 2.0834 2.0020 2.9515
N 1.8826 2.3042 1.5131
C 1.4841 3.6983 1.2736
C 0.1367 4.0835 1.8339
C 3.0959 2.1018 0.6972
C 2.9061 1.8986 -0.8095
C 4.1013 1.7065 -1.5093
C 4.1386 1.5117 -2.8742
C 2.9096 1.5469 -3.5474
C 1.6929 1.7314 -2.9136
C 1.6801 1.8658 -1.4976
O 0.5287 1.9479 -0.8409
C 0.3837 1.8401 -3.7098
C 0.6199 1.6858 -5.2158
C -0.6497 0.7750 -3.3089
C -0.2277 3.2328 -3.4823
C 5.4365 1.3108 -3.6587
C 5.6496 2.4930 -4.6138
C 5.3578 0.0170 -4.4787
C 6.6541 1.2098 -2.7386
C -0.9366 -0.3233 3.6380
C -0.4948 -1.7500 3.4160
C -0.4031 -2.5346 4.5570
C -0.2006 -3.9067 4.5044
C -0.1212 -4.4605 3.2318
C -0.1994 -3.7280 2.0463
C -0.3629 -2.3192 2.1237
O -0.3972 -1.5310 1.0788
C 0.0163 -4.4618 0.7159
C -0.8869 -3.9478 -0.4107
C -0.2549 -5.9680 0.8369
C 1.4811 -4.2668 0.3211
C -0.1381 -4.7382 5.7870
C 0.8770 -4.1287 6.7620
C -1.5190 -4.7573 6.4591
C 0.2822 -6.1833 5.5123
C -2.8948 1.4607 -0.1565
O -1.9657 0.7595 0.4571
C -4.0310 0.8247 -0.7288
C -4.9514 1.6001 -1.4167
C -4.1914 -0.6973 -0.6357
C -5.5367 -1.1705 -1.1947
C -3.0902 -1.3788 -1.4556
C -4.1052 -1.1732 0.8239
H -8.0381 4.1047 -2.3135
H -7.2866 3.9593 -0.7117
H -7.5619 2.5176 -1.6916
H -6.6543 3.7673 -4.4040
H -6.1999 2.1572 -3.8261
H -4.9425 3.3123 -4.2707
H -6.3565 5.7520 -3.0219
H -4.6194 5.4444 -2.8880
H -5.5906 5.7003 -1.4301
H -3.6361 4.6656 -0.9858
H -2.0933 4.6517 0.6302
H -0.9342 3.8760 -0.4460
H -2.5272 2.1136 2.2591
H -2.1962 3.6410 3.0936
H -1.5253 1.7476 4.4720
H -0.1480 2.7207 4.0632
H 1.6678 -0.0984 3.2717
H 1.3050 0.9414 4.6531
H 3.1289 1.7322 3.1273
H 1.9140 2.9192 3.5226
H 1.4722 3.8370 0.1933
H 2.2490 4.3760 1.6850
H -0.1058 5.0905 1.4685
H 0.1941 4.1780 2.9173
H 3.6494 1.2597 1.0994
H 3.7453 2.9811 0.8258
H 5.0199 1.6958 -0.9302
H 2.9209 1.4305 -4.6250
H 1.0189 0.6990 -5.4686
H 1.3018 2.4457 -5.6075
H -0.3371 1.7985 -5.7314
H -0.2630 -0.2339 -3.4714
H -1.5497 0.9058 -3.9195
H -0.9478 0.8636 -2.2668
H 0.4637 4.0134 -3.8138
H -0.4557 3.3848 -2.4290
H -1.1587 3.3295 -4.0510
H 4.8421 2.5615 -5.3464
H 6.5934 2.3854 -5.1576
H 5.6754 3.4323 -4.0571
H 4.5136 0.0280 -5.1724
H 5.2434 -0.8456 -3.8189
H 6.2729 -0.1191 -5.0637
H 6.8048 2.1297 -2.1684
H 7.5516 1.0395 -3.3387
H 6.5538 0.3827 -2.0317
H -1.9475 -0.1941 3.2371
H -1.0023 -0.2051 4.7268
H -0.5126 -2.0428 5.5206
H 0.0276 -5.5269 3.1537
H -1.9404 -4.0843 -0.1498
H -0.6855 -4.5297 -1.3167
H -0.7286 -2.8951 -0.6209
H -1.2378 -6.1638 1.2735
H 0.4976 -6.4882 1.4350
H -0.2335 -6.4104 -0.1624
H 1.7131 -3.2077 0.2660
H 1.6932 -4.7288 -0.6510
H 2.1443 -4.7104 1.0689
H 0.6024 -3.1118 7.0490
H 1.8706 -4.0904 6.3083
H 0.9355 -4.7291 7.6755
H -1.8434 -3.7446 6.7100
H -1.4983 -5.3486 7.3810
H -2.2641 -5.1883 5.7864
H 1.2443 -6.2270 4.9952
H -0.4554 -6.7108 4.9026
H 0.3788 -6.7235 6.4586
H -5.7989 1.1082 -1.8742
H -5.6376 -0.9583 -2.2624
H -6.3820 -0.7154 -0.6704
H -5.6059 -2.2538 -1.0675
H -3.1260 -1.0440 -2.4972
H -3.2326 -2.4629 -1.4399
H -2.1041 -1.1664 -1.0486
H -4.8729 -0.6845 1.4322
H -3.1246 -0.9591 1.2454
H -4.2706 -2.2548 0.8687
C 2.1415 -2.2162 -2.8600
C 2.1353 -1.4821 -1.5396
O 1.1140 -0.8769 -1.2379
C 3.3153 -1.5159 -0.6743
C 4.5084 -2.0661 -1.1609
C 5.6483 -2.1440 -0.3952
C 5.5856 -1.6851 0.9308
C 4.4256 -1.1632 1.4502
C 3.2400 -1.0382 0.6690
O 2.1859 -0.5200 1.1768
H 1.1145 -2.2880 -3.2119
H 2.5758 -3.2125 -2.7750
H 2.7255 -1.6421 -3.5856
H 4.5376 -2.4324 -2.1797
H 6.5621 -2.5594 -0.7998
H 6.4666 -1.7520 1.5601
H 4.3726 -0.8275 2.4803
*
```

Frontier orbital gap ... 7.02 eV
Molar mass ... 1005.3 g mol⁻¹
LUMO energy ... 2.356 eV
Highest occupied orbital energy ... -4.67 eV
Largest force on an atom ... 0.037 Eh/bohr
ΔE to the lowest compared entry with this formula, charge and spin ... 13.0 kcal/mol

***

(2)
The following is a quantum chemistry calculation of a 2-piece molecular cluster, C5H10 overall, from the Open Molecules 2025 dataset.

Geometry as ORCA input:
```
! RIJCOSX wB97M-V def2-TZVPD def2/J DEFGRID3
* xyz 0 1
C 1.2278 -0.9749 0.8127
C 1.1999 0.3494 0.7173
C 1.1342 1.1072 -0.5762
H 1.1629 -1.6043 -0.0743
H 1.2939 -1.4829 1.7706
H 1.2479 0.9515 1.6249
H 2.1493 1.4062 -0.8564
H 0.5339 2.0210 -0.4929
H 0.7182 0.4996 -1.3856
C -1.6979 -1.0319 -0.3408
C -1.8867 0.2702 -0.1736
H -1.8372 -1.5196 -1.3015
H -1.3526 -1.6586 0.4770
H -1.6918 0.7475 0.7846
H -2.2019 0.9195 -0.9858
*
```

Frontier orbital gap ... 10.62 eV
Structure (SMILES) ... C=CC.C=C
Molar mass ... 70.1 g mol⁻¹
LUMO energy ... 1.277 eV
Highest occupied orbital energy ... -9.35 eV
Largest force on an atom ... 0.004 Eh/bohr
ΔE to the lowest compared entry with this formula, charge and spin ... 43.9 kcal/mol

***

(3)
The following is a quantum chemistry calculation of one molecule with the formula C5H10 at a distorted geometry, from the Open Molecules 2025 dataset.

Geometry as ORCA input:
```
! RIJCOSX wB97M-V def2-TZVPD def2/J DEFGRID3
* xyz 0 1
C 1.9066 0.3314 0.0435
C 0.8177 -0.7361 -0.2088
C -0.4928 -0.2140 0.4901
C -1.2731 0.9345 -0.1083
C -1.8480 -0.4689 -0.1301
H 2.8334 0.1628 -0.4974
H 2.1666 0.4375 1.1271
H 1.5710 1.3630 -0.3041
H 0.7356 -0.7674 -1.2741
H 1.1115 -1.7342 0.3196
H -0.5010 -0.4096 1.6132
H -0.9282 1.2961 -1.0718
H -1.7032 1.6560 0.5079
H -2.6561 -0.8203 0.5650
H -1.7399 -1.0307 -1.0718
*
```

Frontier orbital gap ... 11.31 eV
Structure (SMILES) ... CCC1CC1
Molar mass ... 70.1 g mol⁻¹
LUMO energy ... 1.321 eV
Highest occupied orbital energy ... -9.99 eV
Largest force on an atom ... 0.057 Eh/bohr
ΔE to the lowest compared entry with this formula, charge and spin ... 32.7 kcal/mol

***

(4)
The following is a quantum chemistry calculation of a 2-piece molecular cluster, C5H10 overall at a distorted geometry, from the Open Molecules 2025 dataset.

Geometry as ORCA input:
```
! RIJCOSX wB97M-V def2-TZVPD def2/J DEFGRID3
* xyz 0 1
C -0.8767 -2.5662 0.0211
C -1.0929 -1.3608 0.4484
C 0.3871 1.4973 1.1695
C 0.5852 0.9171 -1.2594
C 0.7619 0.4399 0.1321
H -1.6981 -3.1623 -0.5465
H 0.0267 -3.1592 0.2161
H -1.9138 -0.7017 0.2372
H -0.6217 1.9027 0.8016
H 0.9398 2.4820 1.1472
H 0.4395 0.9741 2.1025
H 1.6737 1.1770 -1.5850
H 0.1257 0.0165 -1.8972
H -0.1412 1.7910 -1.4287
H 1.4047 -0.2473 0.4411
*
```

Frontier orbital gap (spin up / spin down) ... 7.87 / 9.08 eV
Molar mass ... 70.1 g mol⁻¹
LUMO energy (spin up / spin down) ... 0.281 / 0.689 eV
Highest occupied orbital energy (spin up / spin down) ... -7.59 / -8.39 eV
Largest force on an atom ... 0.115 Eh/bohr
ΔE to the lowest compared entry with this formula, charge and spin ... 132.0 kcal/mol

***

(5)
The following is a quantum chemistry calculation of one molecule with the formula C5H10 at a distorted geometry, from the Open Molecules 2025 dataset.

Geometry as ORCA input:
```
! RIJCOSX wB97M-V def2-TZVPD def2/J DEFGRID3
* xyz 0 1
C 0.0608 0.2625 2.6706
C -0.3327 -0.1447 1.2430
C 0.0610 0.3564 0.0874
C -0.3103 -0.5241 -1.2323
C 0.3268 0.1111 -2.4605
H -0.2406 -0.7433 3.3644
H 1.1946 0.3247 2.7686
H -0.5667 1.2090 3.0932
H -1.3105 -0.8117 1.2172
H 0.8160 1.2001 -0.0788
H -1.4276 -0.6419 -1.3907
H 0.0467 -1.5180 -0.9174
H 0.1473 -0.3460 -3.4306
H 0.1505 1.1888 -2.5790
H 1.3848 0.0771 -2.3551
*
```

Frontier orbital gap ... 10.43 eV
Structure (SMILES) ... C/C=C/CC
Molar mass ... 70.1 g mol⁻¹
LUMO energy ... 1.244 eV
Highest occupied orbital energy ... -9.19 eV
Largest force on an atom ... 0.068 Eh/bohr
ΔE to the lowest compared entry with this formula, charge and spin ... 51.3 kcal/mol

***

(6)
The following is a quantum chemistry calculation of one molecule with the formula C5H10 at a distorted geometry, from the Open Molecules 2025 dataset.

Geometry as ORCA input:
```
! RIJCOSX wB97M-V def2-TZVPD def2/J DEFGRID3
* xyz 0 1
C -1.3259 1.6399 -0.2711
C -0.4082 0.5033 -0.7618
C 0.6450 -0.0687 0.2129
C 0.3816 -1.1966 1.1610
C 1.2805 -1.4652 -0.0355
H -2.1498 1.8351 -1.0430
H -0.7853 2.5884 -0.1828
H -1.7694 1.3862 0.7289
H -0.9977 -0.3854 -1.1764
H 0.1109 0.7591 -1.7069
H 1.2710 0.7094 0.6424
H -0.6151 -1.6758 1.0788
H 0.9106 -1.1900 2.1021
H 2.4196 -1.2932 0.1462
H 1.0321 -2.1467 -0.8948
*
```

Frontier orbital gap ... 11.09 eV
Structure (SMILES) ... CCC1CC1
Molar mass ... 70.1 g mol⁻¹
LUMO energy ... 1.291 eV
Highest occupied orbital energy ... -9.80 eV
Largest force on an atom ... 0.054 Eh/bohr
ΔE to the lowest compared entry with this formula, charge and spin ... 34.6 kcal/mol

***

(7)
The following is a quantum chemistry calculation of C5H10AgO4 as an isolated structure at a distorted geometry, from the Open Molecules 2025 dataset.

Geometry as ORCA input:
```
! RIJCOSX wB97M-V def2-TZVPD def2/J DEFGRID3
* xyz 0 2
O 3.7050 -1.9342 0.0530
C 3.2123 -1.1954 0.9389
O 3.6262 -1.0990 2.1182
Ag 5.4244 -2.4911 1.5283
O 2.0955 -0.5188 0.5686
C 1.4566 0.3151 1.5321
C 0.2023 0.8668 0.9063
H 2.1302 1.1374 1.8199
H 1.2181 -0.2694 2.4322
H -0.2449 1.6134 1.5749
H 0.4263 1.3622 -0.0522
O -0.9025 -0.1629 0.6611
H -0.5426 -0.8721 0.1047
C -3.4280 0.0122 -2.3160
C -2.6268 1.0068 -1.5498
H -3.3742 -0.9861 -1.8421
H -4.4892 0.2944 -2.3551
H -3.0481 -0.1103 -3.3415
H -1.7254 1.4262 -2.0055
H -3.1153 1.6048 -0.7762
*
```

Frontier orbital gap (spin up / spin down) ... 5.92 / 7.98 eV
Molar mass ... 242.0 g mol⁻¹
LUMO energy (spin up / spin down) ... -1.555 / -1.555 eV
Highest occupied orbital energy (spin up / spin down) ... -7.47 / -9.54 eV
Largest force on an atom ... 0.049 Eh/bohr
ΔE to the lowest compared entry with this formula, charge and spin ... 6.2 kcal/mol

***

(8)
The following is a quantum chemistry calculation of C5H10BF4N2O7P2Re as an isolated structure, from the Open Molecules 2025 dataset.

Geometry as ORCA input:
```
! RIJCOSX wB97M-V def2-TZVPD def2/J DEFGRID3
* xyz 1 2
Re -0.8899 1.1836 1.2641
O -0.8737 2.5688 -1.8723
P -1.1909 1.0674 -1.5471
O -1.4924 0.1203 -2.5975
O -2.1291 1.1450 -0.3003
O 0.1333 0.5494 -0.6417
P 1.5598 1.2435 -0.1758
O 2.4983 0.0143 0.0484
O 1.9965 2.3030 -1.0630
O 1.0030 1.5736 1.2682
H -0.1586 2.7424 -2.5049
H 3.2557 -0.0218 -0.5540
F -2.9841 3.9401 0.3112
B -1.7683 4.3539 0.5099
F -2.0094 1.6432 2.6577
F -1.3444 5.5565 0.2831
F -0.8692 3.4592 1.0197
C -2.2663 -3.9717 0.1770
C -1.7181 -2.8663 1.0051
C -1.1770 -2.8673 2.2880
C -0.8335 -1.5571 2.5753
N -1.1459 -0.7786 1.5143
N -1.6739 -1.6069 0.5680
C -0.2150 -0.9722 3.7949
H -2.2593 -4.8988 0.7432
H -1.6668 -4.1085 -0.7233
H -3.2913 -3.7580 -0.1266
H -1.0530 -3.7221 2.9296
H -2.0654 -1.2333 -0.2863
H -0.0074 -1.7545 4.5200
H -0.8839 -0.2443 4.2570
H 0.7285 -0.4768 3.5552
*
```

Frontier orbital gap (spin up / spin down) ... 8.23 / 8.01 eV
Molar mass ... 545.1 g mol⁻¹
LUMO energy (spin up / spin down) ... -4.729 / -5.079 eV
Highest occupied orbital energy (spin up / spin down) ... -12.96 / -13.09 eV
Largest force on an atom ... 0.005 Eh/bohr
ΔE to the lowest compared entry with this formula, charge and spin ... 15.6 kcal/mol

***

(9)
The following is a quantum chemistry calculation of a 2-piece molecular cluster, C5H10BN overall at a distorted geometry, from the Open Molecules 2025 dataset.

Geometry as ORCA input:
```
! RIJCOSX wB97M-V def2-TZVPD def2/J DEFGRID3
* xyz 0 1
B 1.2953 -0.7662 -0.2622
C 0.3983 -1.9431 0.0849
C -2.2192 0.3704 0.4255
C -0.9433 1.2263 0.5216
C -0.0813 -0.7020 -0.8843
C -1.0890 0.3272 -0.5918
N 3.3006 1.1303 0.5148
H 0.4799 -2.8589 -0.6555
H -0.0558 -2.3098 1.0197
H -2.4399 -0.2809 1.2534
H -3.1409 0.9165 0.1745
H -1.1097 2.2940 0.3022
H -0.1977 1.0371 1.3280
H -0.3245 -0.9938 -1.9967
H -1.2805 0.6910 -1.6155
H 3.9860 0.5947 0.9348
H 3.4215 1.2671 -0.5534
*
```

Frontier orbital gap (spin up / spin down) ... 9.30 / 7.73 eV
Molar mass ... 95.0 g mol⁻¹
LUMO energy (spin up / spin down) ... -0.357 / -0.153 eV
Highest occupied orbital energy (spin up / spin down) ... -9.65 / -7.88 eV
Largest force on an atom ... 0.094 Eh/bohr
ΔE to the lowest compared entry with this formula, charge and spin ... 197.2 kcal/mol

***

(10)
The following is a quantum chemistry calculation of a 2-piece molecular cluster, C5H10BrN overall at a distorted geometry, from the Open Molecules 2025 dataset.

Geometry as ORCA input:
```
! RIJCOSX wB97M-V def2-TZVPD def2/J DEFGRID3
* xyz 0 3
C 0.7000 0.5583 -0.6744
C -1.6381 0.1910 -0.0951
C 0.1203 -1.4660 0.4657
C 1.1683 2.6929 0.3672
C -0.2899 -0.0065 0.2751
N 1.0792 0.3512 -1.8050
Br 1.3523 2.3585 2.2530
H -2.2892 -0.2044 0.5338
H -1.7833 -0.1497 -1.1033
H -1.9418 1.2577 -0.1224
H 0.1382 -2.0601 -0.4633
H 1.1096 -1.4564 0.9227
H -0.6271 -2.0138 1.0692
H 0.7321 3.6742 0.0117
H 2.0940 2.6046 -0.1033
H -0.1033 0.3912 1.3927
H 0.7715 -0.4758 -2.2516
*
```

Frontier orbital gap (spin up / spin down) ... 7.09 / 9.17 eV
Molar mass ... 164.0 g mol⁻¹
LUMO energy (spin up / spin down) ... 0.847 / -1.250 eV
Highest occupied orbital energy (spin up / spin down) ... -6.24 / -10.42 eV
Largest force on an atom ... 0.105 Eh/bohr
ΔE to the lowest compared entry with this formula, charge and spin ... 21.5 kcal/mol

***

(11)
The following is a quantum chemistry calculation of a 2-piece molecular cluster, C5H10BrNO4 overall, from the Open Molecules 2025 dataset.

Geometry as ORCA input:
```
! RIJCOSX wB97M-V def2-TZVPD def2/J DEFGRID3
* xyz 0 1
N -0.0047 3.1908 -0.0728
C -0.9998 2.2587 -0.6054
C -0.4099 0.9109 -0.9921
C -0.0029 -0.0991 0.0961
Br 0.1978 0.6561 1.8680
C 1.2436 -0.9340 -0.2904
O 0.7490 -2.2787 -0.3507
C -0.5909 -2.1903 -0.5016
O -1.2862 -2.9261 -1.1064
O -1.0236 -1.1015 0.2040
H 0.9019 3.0314 -0.4960
H -0.2643 4.1466 -0.2782
H -1.4700 2.6565 -1.5114
H -1.7934 2.1055 0.1313
H 0.4282 1.0664 -1.6775
H -1.1794 0.3836 -1.5624
H 1.6094 -0.6491 -1.2775
H 2.0557 -0.9042 0.4290
O 0.9874 -3.0289 2.7446
H 0.4590 -3.7607 3.0771
H 0.3928 -2.5341 2.1721
*
```

Frontier orbital gap ... 10.08 eV
Structure (SMILES) ... NCC[C@]1(Br)COC(=O)O1.O
Molar mass ... 228.0 g mol⁻¹
LUMO energy ... 0.530 eV
Highest occupied orbital energy ... -9.55 eV
Largest force on an atom ... 0.014 Eh/bohr
ΔE to the lowest compared entry with this formula, charge and spin ... 0.0 kcal/mol

***

(12)
The following is a quantum chemistry calculation of a 2-piece molecular cluster, C5H10BrO6S2 overall at a distorted geometry, from the Open Molecules 2025 dataset.

Geometry as ORCA input:
```
! RIJCOSX wB97M-V def2-TZVPD def2/J DEFGRID3
* xyz -1 1
C -2.7866 2.4262 -1.7332
C -2.3355 1.5197 -0.6042
C -1.8807 0.1231 -1.0263
Br -2.9294 -0.6173 -2.5530
S -0.0781 0.0297 -1.3632
C 0.9363 0.6659 0.0423
C 0.7837 -0.3043 1.1911
O 1.2531 -1.3929 1.0906
O 0.1388 0.1368 2.3150
H -2.0024 2.5325 -2.4677
H -3.7210 2.1237 -2.1683
H -2.9332 3.4069 -1.3053
H -3.0803 1.4558 0.1704
H -1.4915 2.0170 -0.1462
H -1.9918 -0.5403 -0.1860
H 0.1712 0.9278 -2.3311
H 0.6859 1.6800 0.3271
H 1.9820 0.6573 -0.2303
H -0.4707 0.8319 2.0538
O 3.8662 -2.9806 0.4115
S 3.9636 -3.5448 1.7944
O 5.1311 -4.4441 1.8889
O 2.7054 -4.2915 2.0704
O 4.0839 -2.4184 2.7593
*
```

Frontier orbital gap ... 2.15 eV
Molar mass ... 310.2 g mol⁻¹
LUMO energy ... 0.258 eV
Highest occupied orbital energy ... -1.89 eV
Largest force on an atom ... 0.038 Eh/bohr